[1]
Molecular formula: C3H5N2
Method: DFT, ωB97M-V/def2-TZVPD

Each line ends with the Löwdin charge.
Atoms and positions in Å:
C 0.37512 -1.25028 -0.12051  -0.012
C -1.29086 0.35979 0.36670  0.175
C 1.22838 1.00376 -0.19471  0.213
N 1.27314 -0.21826 -0.43159  -0.027
N -0.85145 -0.92352 0.22746  -0.003
H -1.97485 0.44957 1.15518  0.088
H -1.15647 1.23444 -0.39684  0.134
H 1.97827 1.74275 -0.37333  0.090
H 1.89710 -0.82627 -0.96917  0.160
H -1.47837 -1.57199 0.73682  0.181

Output
orbital gap (spin up / spin down)	7.7347 / 7.0990	eV
calculated total energy	-6158.031	eV
charge	+1
relative energy (zero: lowest compared OMol25 entry of this formula, charge and spin)	181.3	kcal/mol
molar mass	69.1	Da
E_LUMO (spin up / spin down)	-6.6 / -7.0	eV

---

[2]
Molecular formula: C60H72FN10O3
Method: DFT, ωB97M-V/def2-TZVPD

Each line ends with the Löwdin spin population.
Atoms and positions in Å:
C 2.89288 5.80683 2.32728  0.000
C 2.56930 5.08639 3.74622  0.000
F 3.36504 5.74363 4.75246  0.000
C 3.11326 3.57696 3.60009  0.000
C 1.95520 2.48996 3.35091  0.001
C 2.48429 0.99732 3.10338  0.005
C 3.80004 0.87621 2.20603  0.001
C 3.46879 0.82043 0.62488  0.000
O 2.40090 0.37284 0.16196  0.000
O 4.47656 1.26264 -0.29361  0.000
C 0.91254 2.87834 2.19217  -0.001
C -0.59444 2.34934 2.44701  0.027
C -1.10559 1.82997 0.98877  0.003
C -1.60700 3.55400 2.82933  0.023
N -0.67951 1.17058 3.35063  0.352
O -1.85396 0.60224 3.36186  0.531
C -0.12556 1.41708 4.71016  0.025
C -1.21840 2.01181 5.76002  0.018
C 0.23752 -0.05349 5.31398  0.006
C 1.11417 2.43147 4.75021  -0.001
H 2.32590 6.78120 2.18603  0.000
H 4.03120 5.96830 2.25442  0.000
H 2.65189 5.07062 1.47317  0.000
H 1.44757 5.14885 3.92404  0.000
H 3.90672 3.60738 2.77549  0.000
H 3.58083 3.31682 4.61809  0.000
H 1.67023 0.37637 2.58836  0.003
H 2.64727 0.52908 4.14069  0.000
H 4.25073 -0.16308 2.43432  0.000
H 4.62389 1.62322 2.45005  0.000
H 5.26531 0.72023 -0.03611  0.000
H 0.82215 3.99222 1.97690  0.000
H 1.27800 2.39997 1.20770  0.000
H -2.24079 1.65478 1.05463  -0.001
H -0.95097 2.72082 0.28295  0.000
H -0.54598 0.89726 0.65624  0.000
H -2.41439 3.16477 3.55387  0.003
H -1.04984 4.45311 3.28417  0.000
H -2.15938 3.89914 1.89427  0.002
H -2.19839 1.43883 5.74938  0.003
H -0.75178 1.81536 6.79771  0.001
H -1.33259 3.14263 5.68633  0.000
H 0.61112 -0.74264 4.47480  0.000
H -0.70151 -0.52867 5.75315  0.000
H 1.06722 0.04100 6.10322  0.000
H 0.71954 3.47319 5.03540  0.000
H 1.84874 2.13341 5.56743  0.000
N -0.25125 -3.46724 2.21366  0.000
C 0.10086 -4.46732 1.39005  0.000
C 0.82943 -4.28761 0.22460  0.000
C 1.21571 -2.99970 -0.11560  0.000
C 0.86416 -1.94572 0.71625  0.000
C 0.13669 -2.23086 1.86188  0.000
H -0.22697 -5.45551 1.69686  0.000
H 1.08802 -5.13231 -0.40153  0.000
H 1.78580 -2.81902 -1.02066  0.000
H 1.15015 -0.92491 0.47985  0.000
H -0.15982 -1.44140 2.54627  0.000
N -5.84407 3.88874 7.22985  0.000
C -6.21517 3.38014 8.41431  0.000
C -6.05347 2.04955 8.76754  0.000
C -5.47764 1.19104 7.84389  0.000
C -5.08538 1.69057 6.61060  0.000
C -5.28722 3.03696 6.35477  0.000
H -6.66375 4.09033 9.10174  0.000
H -6.36993 1.69449 9.74039  0.000
H -5.33497 0.14293 8.08248  0.000
H -4.63250 1.04857 5.86525  0.000
H -4.99387 3.47517 5.40616  0.000
N 1.64682 -5.37285 -2.88992  0.000
C 0.43317 -5.62793 -3.40415  0.000
C 0.22309 -6.37009 -4.55524  0.000
C 1.33091 -6.87732 -5.21949  0.000
C 2.59789 -6.62743 -4.71113  0.000
C 2.70100 -5.87690 -3.55125  0.000
H -0.40067 -5.20732 -2.85083  0.000
H -0.78004 -6.54672 -4.92288  0.000
H 1.20819 -7.46214 -6.12487  0.000
H 3.48354 -7.00664 -5.20370  0.000
H 3.66942 -5.65754 -3.11272  0.000
N 5.12645 -6.29601 -6.85343  0.000
C 5.47969 -7.29625 -7.67590  0.000
C 6.20908 -7.11666 -8.83997  0.000
C 6.59496 -5.82843 -9.18007  0.000
C 6.24154 -4.77561 -8.34881  0.000
C 5.51378 -5.06023 -7.20481  0.000
H 5.15207 -8.28442 -7.36905  0.000
H 6.46834 -7.96209 -9.46479  0.000
H 7.16576 -5.64662 -10.08404  0.000
H 6.52530 -3.75745 -8.58353  0.000
H 5.21672 -4.27124 -6.52129  0.000
N -2.79412 -7.89005 -4.80951  0.000
C -4.01668 -7.52588 -4.39210  0.000
C -5.03782 -8.42208 -4.12106  0.000
C -4.78619 -9.77511 -4.29390  0.000
C -3.53151 -10.17915 -4.72622  0.000
C -2.57665 -9.20475 -4.96677  0.000
H -4.16570 -6.45745 -4.27504  0.000
H -6.00499 -8.07114 -3.78393  0.000
H -5.56016 -10.50775 -4.09338  0.000
H -3.30030 -11.22676 -4.87228  0.000
H -1.57940 -9.47108 -5.30267  0.000
N -1.84544 3.59146 -2.08465  0.000
C -2.62508 4.65558 -2.33296  0.000
C -3.37004 4.81262 -3.49072  0.000
C -3.30549 3.81502 -4.45336  0.000
C -2.50620 2.70533 -4.22289  0.000
C -1.80253 2.64062 -3.03097  0.000
H -2.64004 5.40966 -1.55234  0.000
H -3.98456 5.69228 -3.63653  0.000
H -3.87159 3.90056 -5.37248  0.000
H -2.43203 1.90831 -4.95220  0.000
H -1.16654 1.79081 -2.80318  0.000
N 5.99993 2.07351 -5.58564  0.000
C 7.13779 2.73939 -5.33481  0.000
C 7.57644 3.06491 -4.06145  0.000
C 6.79373 2.68492 -2.98075  0.000
C 5.61128 1.99696 -3.21125  0.000
C 5.26246 1.71619 -4.52280  0.000
H 7.71325 3.01752 -6.21176  0.000
H 8.50575 3.60207 -3.91838  0.000
H 7.10244 2.92254 -1.96837  0.000
H 4.97579 1.68560 -2.39177  0.000
H 4.34929 1.17743 -4.75427  0.000
N -2.48809 3.00117 10.02441  0.000
C -3.66256 3.65265 10.03367  0.000
C -4.10616 4.42669 11.09426  0.000
C -3.29416 4.53341 12.21385  0.000
C -2.07633 3.86890 12.23127  0.000
C -1.72131 3.12271 11.11902  0.000
H -4.26180 3.53605 9.13915  0.000
H -5.06247 4.93280 11.04608  0.000
H -3.60697 5.12890 13.06465  0.000
H -1.41775 3.92967 13.08863  0.000
H -0.77742 2.58798 11.08361  0.000
N -4.00576 2.74710 -7.30875  0.000
C -5.21871 2.48566 -7.82083  0.000
C -5.42641 1.74110 -8.97044  0.000
C -4.31786 1.23826 -9.63558  0.000
C -3.05209 1.49493 -9.12928  0.000
C -2.95050 2.24745 -7.97065  0.000
H -6.05373 2.90282 -7.26720  0.000
H -6.42899 1.55939 -9.33658  0.000
H -4.43907 0.65179 -10.53963  0.000
H -2.16491 1.11864 -9.62276  0.000
H -1.98247 2.47203 -7.53372  0.000

Output
orbital gap (spin up / spin down)	8.6490 / 9.0777	eV
multiplicity	2
calculated total energy	-87142.275	eV
charge	0
molar mass	1000.3	Da
E_LUMO (spin up / spin down)	0.3 / 0.2	eV
⟨S²⟩	0.754

---

[3]
Molecular formula: C40H39F6N2OSi
Method: DFT, ωB97M-V/def2-TZVPD

Each line ends with the Löwdin charge.
Atoms and positions in Å:
C -3.76157 -2.35059 -0.41816  -0.171
Si -2.86422 -0.99351 0.51692  0.550
C -3.67284 -0.55155 2.14777  -0.166
C -1.06951 -1.43179 0.77507  -0.174
C -2.95537 0.57044 -0.58165  -0.324
C -4.12602 1.23258 -0.73789  -0.025
O -1.81134 0.78781 -1.33353  -0.044
C -1.38247 2.08533 -1.61143  -0.247
C -1.87400 3.20823 -0.94400  -0.028
C -1.36073 4.46733 -1.27951  -0.077
C -0.38949 4.58461 -2.27762  -0.096
C 0.12234 3.44111 -2.90929  -0.077
C -0.36371 2.18036 -2.56412  -0.011
H -3.74049 -3.29905 0.13973  0.039
H -4.81390 -2.09720 -0.61371  0.015
H -3.26680 -2.52202 -1.38708  0.043
H -3.73959 -1.44564 2.78567  0.041
H -3.05584 0.18980 2.67826  0.046
H -4.68550 -0.13847 2.04108  0.000
H -0.96703 -2.34318 1.38059  0.039
H -0.56687 -1.60476 -0.18520  0.039
H -0.54403 -0.62039 1.29527  0.043
H -4.39106 1.78584 -1.64463  0.092
H -4.75485 1.29910 0.15472  0.061
H -2.64896 3.09461 -0.18593  0.103
H -1.73861 5.34097 -0.74722  0.106
H -0.01721 5.57101 -2.55860  0.102
H 0.90435 3.53143 -3.66669  0.108
H 0.01815 1.26489 -3.01596  0.121
F -7.16129 5.70325 4.58112  0.143
C -7.21199 4.37655 4.29963  -0.528
F -6.28357 4.11451 3.32106  0.119
F -6.79203 3.67815 5.41023  0.118
C -8.57276 3.89168 3.89639  -0.019
N -8.45750 2.47854 3.53708  -0.027
C -9.06804 1.55797 4.42094  -0.248
C -10.46896 1.55732 4.54513  -0.013
C -11.07634 0.77528 5.52065  -0.066
C -10.28654 0.04639 6.41954  -0.068
C -8.89160 0.05345 6.30368  -0.060
C -8.28035 0.77925 5.28346  -0.021
C -8.00498 2.11480 2.29440  -0.173
C -7.57160 0.78968 2.07911  0.026
C -7.08404 0.40602 0.84653  -0.005
C -7.10938 1.31144 -0.24945  -0.252
C -6.63965 0.94837 -1.55201  0.052
C -7.36568 1.35030 -2.71323  -0.199
C -6.76959 1.25227 -4.00194  0.015
C -7.46192 1.58826 -5.14425  0.011
C -8.81753 2.01018 -5.07672  -0.162
N -9.52325 2.35892 -6.20065  -0.015
C -8.83209 2.66505 -7.45693  -0.013
C -8.38900 4.09816 -7.39162  -0.523
F -7.65240 4.51931 -8.45085  0.145
F -9.50181 4.90850 -7.29111  0.118
F -7.65832 4.32668 -6.24979  0.119
C -10.93582 2.34381 -6.26734  -0.242
C -11.69844 3.35908 -5.66583  -0.027
C -13.05345 3.47851 -5.97490  -0.059
C -13.66738 2.53592 -6.80660  -0.067
C -12.92462 1.47781 -7.34675  -0.063
C -11.55839 1.39957 -7.10334  -0.015
C -9.44333 2.05604 -3.80824  0.027
C -8.73274 1.76375 -2.66151  0.013
C -7.54986 2.64441 -0.01835  -0.005
C -7.98927 3.03835 1.22376  0.011
H -9.22695 3.95805 4.76849  0.156
H -8.93893 4.49702 3.06414  0.130
H -11.04893 2.16933 3.85115  0.124
H -12.16598 0.74540 5.58089  0.112
H -10.75987 -0.53048 7.21380  0.110
H -8.26750 -0.50830 7.00205  0.114
H -7.19731 0.78757 5.14368  0.125
H -7.61078 0.08483 2.90782  0.117
H -6.73021 -0.61747 0.69281  0.128
H -5.95497 0.10813 -1.68698  0.125
H -5.73198 0.92009 -4.07022  0.132
H -6.96774 1.50864 -6.10950  0.112
H -7.96610 2.02117 -7.62147  0.133
H -9.55622 2.58342 -8.26985  0.152
H -11.20648 4.05396 -4.98298  0.123
H -13.62715 4.30827 -5.55617  0.114
H -14.73153 2.62049 -7.03223  0.111
H -13.40089 0.71458 -7.96589  0.114
H -10.94168 0.60831 -7.53562  0.126
H -10.48953 2.35140 -3.73861  0.111
H -9.24238 1.82658 -1.69823  0.125
H -7.54014 3.36962 -0.83517  0.136
H -8.36526 4.04939 1.36201  0.113

Output
orbital gap	5.4125	eV
calculated total energy	-71316.756	eV
charge	+1
molar mass	705.8	Da
E_LUMO	-4.7	eV

---

[4]
Molecular formula: C57H54N6O7SSeSiSm
Method: DFT, ωB97M-V/def2-TZVPD

Each line ends with the Löwdin spin population.
Atoms and positions in Å:
Sm -0.25458 -0.13480 0.66931  5.056
C -6.02477 -7.18797 -4.00899  0.000
O -5.71825 -6.92439 -2.62557  0.000
C -5.13949 -5.72521 -2.34201  0.000
C -5.16146 -4.56122 -3.13638  0.000
C -4.53021 -3.40743 -2.69419  0.000
C -3.81376 -3.39765 -1.48524  0.000
C -3.82937 -4.56562 -0.65796  0.000
C -4.52332 -5.67151 -1.11271  0.000
C -2.90289 -2.25773 -1.09536  -0.002
C -1.57368 -2.40056 -1.54504  0.000
C -1.12059 -3.51460 -2.37456  0.000
C 0.17781 -3.26730 -2.64674  0.000
C 0.49962 -2.00513 -2.10650  0.000
N -0.60720 -1.49890 -1.38239  -0.009
C 1.70131 -1.39209 -2.28720  0.000
C 1.91507 0.01631 -1.99818  0.000
C 2.93341 0.82629 -2.63737  0.000
C 2.65602 2.15269 -2.30389  0.000
C 1.54525 2.05010 -1.43167  0.000
C 0.95472 3.22129 -0.85098  0.001
C 1.53376 4.55948 -1.29872  0.000
C 0.77973 5.35430 -2.16674  0.000
C 1.31716 6.51990 -2.64398  0.000
C 2.66134 6.84698 -2.35653  0.000
O 3.11560 7.92989 -3.03299  0.000
C 4.55002 8.20220 -3.07349  0.000
C 3.41457 6.04218 -1.50283  0.000
C 2.82064 4.91684 -0.97868  0.000
C -0.15317 3.25862 0.00856  0.000
N -1.02583 2.13715 0.25556  -0.010
C -2.10962 2.74409 0.90393  0.000
C -3.35056 2.00828 1.16932  -0.001
C -4.46436 2.80049 1.76941  0.000
C -5.37137 3.38627 0.90022  0.000
C -6.55243 3.98751 1.35198  0.000
C -6.78859 4.04349 2.74204  0.000
O -7.96548 4.66547 3.10001  0.000
C -8.30456 4.78784 4.50559  0.000
C -5.88789 3.49465 3.67402  0.000
C -4.79980 2.78638 3.13662  0.000
C -3.60543 0.73606 0.70693  0.000
C -4.90326 0.12757 0.77115  0.000
C -4.79449 -1.06969 0.15293  0.000
C -3.42295 -1.22240 -0.31608  0.001
N -2.70699 -0.10805 0.08304  -0.009
C -1.84132 4.12755 1.17632  0.000
C -0.69609 4.46356 0.53265  0.000
N 1.08544 0.77448 -1.27447  -0.008
C 2.79682 -2.13059 -2.96158  0.000
C 3.71167 -2.99154 -2.27786  0.000
C 4.71589 -3.66059 -2.93998  0.000
C 4.88577 -3.46060 -4.35429  0.000
O 5.86920 -4.04334 -5.13901  0.000
C 7.02569 -4.52907 -4.38930  0.000
C 4.02647 -2.60529 -4.99277  0.000
C 3.00130 -1.95252 -4.31923  0.000
H -6.50473 -8.17247 -4.05327  0.000
H -5.07089 -7.23938 -4.51869  0.000
H -6.62596 -6.40774 -4.43890  0.000
H -5.71877 -4.57174 -4.03324  0.000
H -4.67994 -2.48084 -3.27893  0.000
H -3.35131 -4.53786 0.32305  0.000
H -4.61247 -6.57376 -0.51655  0.000
H -1.72273 -4.42023 -2.54997  0.000
H 0.94626 -3.82496 -3.17134  0.000
H 3.69568 0.48761 -3.34582  0.000
H 3.14862 3.02438 -2.69609  0.000
H -0.22580 5.03139 -2.35533  0.000
H 0.78672 7.17495 -3.23609  0.000
H 4.66532 9.13377 -3.60783  0.000
H 5.08152 7.45626 -3.55360  0.000
H 4.91040 8.34397 -2.07929  0.000
H 4.47476 6.31247 -1.33483  0.000
H 3.44044 4.26881 -0.41324  0.000
H -5.25762 3.30771 -0.19986  0.000
H -7.34797 4.28498 0.71448  0.000
H -9.25946 5.33343 4.54102  0.000
H -7.52977 5.33479 5.05653  0.000
H -8.46503 3.85760 4.97882  0.000
H -6.16195 3.49966 4.69105  0.000
H -4.19147 2.10600 3.74811  0.000
H -5.75983 0.50720 1.30977  0.000
H -5.56642 -1.85940 0.03308  0.000
H -2.49704 4.80471 1.73810  0.000
H -0.21843 5.43430 0.39544  0.000
H 3.53281 -3.14184 -1.22963  0.000
H 5.26661 -4.38251 -2.39868  0.000
H 7.85226 -4.55040 -5.10018  0.000
H 6.80428 -5.55435 -4.09341  0.000
H 7.16316 -3.91646 -3.52576  0.000
H 4.19965 -2.36742 -6.05759  0.000
H 2.41452 -1.30156 -4.98042  0.000
C 6.00314 -0.77974 5.15780  0.000
Si 4.28572 -1.36219 4.51595  0.000
C 4.62124 -2.74309 3.31016  0.000
C 3.50029 -1.85472 6.16042  0.000
C 3.51030 0.08617 3.66409  0.000
C 4.24744 1.20871 3.28070  0.000
C 3.71005 2.21205 2.49547  0.000
C 2.41427 2.03167 2.04307  0.000
N 1.66737 0.98279 2.34707  -0.004
C 2.18113 0.07833 3.23217  0.000
S 1.18388 -1.28196 3.78713  -0.001
H 6.50521 -1.55474 5.71832  0.000
H 5.88075 0.10321 5.75844  0.000
H 6.67023 -0.48563 4.28387  0.000
H 5.20977 -3.45857 3.83053  0.000
H 5.19821 -2.35539 2.39982  0.000
H 3.78114 -3.24588 2.92540  0.000
H 4.32264 -2.35052 6.71043  0.000
H 2.64131 -2.51443 6.12907  0.000
H 3.19559 -0.92642 6.71139  0.000
H 5.25734 1.38412 3.60829  0.000
H 4.25093 3.09526 2.39209  0.000
H 1.98646 2.79131 1.42490  0.000
O -1.47880 0.26075 3.06690  -0.003
H -2.31789 -0.16663 3.28389  0.000
H -0.75719 -0.16277 3.57154  0.000
O 0.71881 -4.27292 0.36565  0.000
H -0.04481 -3.93222 0.86351  0.000
H 0.42232 -4.12506 -0.54554  0.000
O 1.69663 -1.69598 0.89027  -0.005
H 1.75908 -1.72249 1.87845  0.000
H 1.42754 -2.64122 0.74754  0.000
Se -3.69098 -3.17341 2.79925  -0.001
C -2.17326 -2.68784 2.02453  0.000
N -1.15187 -2.42375 1.53844  -0.005

Output
orbital gap (spin up / spin down)	5.7838 / 5.7858	eV
multiplicity	6
calculated total energy	-185227.323	eV
charge	-1
molar mass	1224.6	Da
E_LUMO (spin up / spin down)	1.3 / 1.3	eV
⟨S²⟩	8.758